Entry from OMol25: a cluster of 2 separate species, C2H2F3NO4S2 in total (ωB97M-V with the def2-TZVPD basis set).

## Properties
- E_HOMO (alpha / beta): -0.3580 / -0.3737 Eh
- E_tot: -41602.0306 eV
- ΔE to the lowest compared entry with this formula, charge and spin: 64.1 kcal/mol
- Charge: 0

Last column: Löwdin charge in e.
Cartesian coordinates (Å):
S (-0.78232, -1.35269, -0.40553)  0.639
S (-2.27928, -0.55478, 1.26759)  0.590
F (-0.21326, -1.49819, 4.33470)  0.161
F (1.16007, -2.93459, 3.41871)  0.162
F (1.32791, -0.80608, 2.94744)  0.137
O (-0.46945, -2.17573, -1.51644)  -0.251
O (-2.17750, -0.60479, -0.50539)  -0.361
O (-3.62367, -0.70187, 1.68193)  -0.231
O (-1.56647, 0.64311, 1.59258)  -0.301
N (0.34949, -0.16751, -0.31500)  -0.050
C (0.51362, -1.79725, 3.28090)  -0.441
C (-1.25807, -2.01263, 1.14057)  -0.206
H (0.71775, 0.16783, -1.19388)  0.093
H (0.09144, 0.56641, 0.33456)  0.058


Entry from OMol25: a cluster of 4 separate species, C17H46N5O3S in total (ωB97M-V with the def2-TZVPD basis set).

## Properties
- E_HOMO: -0.0586 Eh
- E_tot: -42800.1843 eV
- ΔE to the lowest compared entry with this formula, charge and spin: 0.0 kcal/mol
- Charge: -1

Last column: Löwdin charge in e.
Cartesian coordinates (Å):
S (-5.42385, 0.08943, 1.42184)  0.613
O (-1.35734, 2.93840, -3.86207)  -0.191
O (3.04011, -1.91310, -1.32206)  -0.225
O (6.03517, 1.70758, -0.68873)  -0.188
N (-3.63441, -3.77921, 4.55534)  -0.123
N (0.42880, -0.67550, -1.18856)  0.059
N (-2.71780, 1.14416, -1.99464)  0.055
N (3.65421, 0.48235, 0.47364)  0.056
N (-3.19641, -3.44148, 2.11423)  -0.165
C (-3.88272, -0.78921, 0.97615)  -0.570
C (3.07520, -3.26440, -0.89563)  -0.095
C (-2.15290, 3.95853, -4.42870)  -0.116
C (-1.15464, 3.03515, -2.46310)  -0.206
C (4.77124, 0.92171, 1.30969)  -0.432
C (-2.25972, -2.35383, 2.20219)  -0.379
C (-4.13214, -3.46552, 3.16838)  -0.436
C (-2.29683, 2.48611, -1.59664)  -0.428
C (-3.52433, 3.39020, -1.53570)  -0.066
C (6.09490, 0.99826, 0.53489)  -0.209
C (6.13098, 3.11293, -0.57970)  -0.114
C (0.10078, -2.91607, -2.08841)  -0.060
C (0.78252, -1.56620, -2.29631)  -0.430
C (-2.82662, -0.90987, 2.07481)  -0.275
C (-3.41908, -2.60960, 5.40317)  -0.191
C (4.39123, 2.22060, 2.01534)  -0.072
C (2.30041, -1.66564, -2.50242)  -0.204
H (-3.21604, 3.70970, -4.39043)  0.075
H (-0.97339, -2.82628, -2.24201)  0.080
H (-3.37887, -2.88945, 6.45357)  0.053
H (5.15316, 3.57326, -0.41922)  0.075
H (-3.24257, 4.43737, -1.39844)  0.074
H (-4.74275, -2.53548, 3.23953)  0.069
H (-2.92850, 1.15439, -2.98917)  0.072
H (3.84944, -0.44097, 0.09311)  0.051
H (2.22879, -3.50365, -0.25002)  0.083
H (2.66005, -0.69842, -2.86592)  0.120
H (-3.51121, -0.14816, 0.18515)  0.012
H (-1.55138, -2.48533, 1.37875)  0.067
H (0.23835, -3.29445, -1.07673)  0.068
H (3.62368, 2.02564, 2.76334)  0.076
H (-4.83908, -4.26539, 2.93118)  0.075
H (-2.47266, -2.13245, 5.15763)  0.047
H (-2.00738, -0.24926, 1.78425)  0.080
H (-0.26095, 2.43889, -2.26186)  0.109
H (-4.13118, 3.31248, -2.43798)  0.064
H (6.80754, 3.40648, 0.22893)  0.087
H (5.25069, 2.66883, 2.52004)  0.074
H (-4.19014, -1.84282, 5.25281)  0.055
H (2.55076, -2.41257, -3.26864)  0.118
H (-4.12946, -1.77065, 0.58918)  0.048
H (-1.98706, 4.91860, -3.93007)  0.087
H (0.78491, 0.25809, -1.37613)  0.058
H (3.98911, -3.40083, -0.31618)  0.085
H (6.38607, -0.01899, 0.26163)  0.121
H (3.62935, 1.08446, -0.34568)  0.071
H (6.89715, 1.40822, 1.16507)  0.116
H (-1.89954, 2.41176, -0.57987)  0.139
H (4.91536, 0.16276, 2.08506)  0.135
H (-1.66312, -2.43397, 3.12989)  0.068
H (3.09339, -3.95039, -1.74708)  0.089
H (-4.15771, 3.09602, -0.69951)  0.074
H (-1.93686, 0.49859, -1.89982)  0.055
H (0.37623, -1.13380, -3.21695)  0.132
H (-3.20768, -0.51193, 3.01084)  0.064
H (-0.91996, 4.07437, -2.19176)  0.117
H (-4.33293, -4.34218, 5.03044)  0.060
H (0.48433, -3.66111, -2.79044)  0.075
H (-1.86523, 4.05487, -5.47624)  0.083
H (6.53044, 3.48802, -1.52228)  0.084
H (0.94060, -0.97625, -0.36271)  0.073
H (-5.65040, -0.34709, 2.66629)  -0.191
H (3.97987, 2.95333, 1.32147)  0.063


Entry from OMol25: a structure of composition C22H52N7O8Y at a distorted geometry (ωB97M-V with the def2-TZVPD basis set).

## Properties
- E_HOMO: -0.4572 Eh
- E_tot: -51504.7419 eV
- ΔE to the lowest compared entry with this formula, charge and spin: 0.0 kcal/mol
- Charge: +2

Last column: Löwdin charge in e.
Cartesian coordinates (Å):
Y (-2.60740, -0.55070, -0.84444)  1.815
O (-3.21591, -0.89660, 1.37639)  -0.118
O (-3.59554, 1.47467, -0.09569)  -0.112
O (-0.80828, 0.28736, 0.28962)  -0.453
O (-2.08003, -2.77721, -0.14030)  -0.109
O (3.92259, 3.22676, 1.22636)  0.028
O (3.60907, -4.34747, 1.39461)  0.015
O (3.50859, 3.28446, -2.81027)  0.027
O (-0.96328, -1.02128, -2.36982)  -0.143
N (-2.39488, -4.89932, 0.57079)  0.056
N (-3.67968, 3.36361, 1.11644)  0.063
N (1.99192, 3.15941, -4.48426)  0.013
N (1.02912, -1.99576, -2.18020)  0.079
N (5.34922, -2.95803, 1.85995)  0.014
N (-3.81554, -0.41087, 3.47309)  0.057
N (2.56472, 4.18795, -0.28723)  0.019
C (-0.02694, -1.96993, -4.37450)  0.040
C (-0.29567, -3.83059, 1.02560)  0.039
C (2.90896, 3.87154, 0.98414)  -0.555
C (-5.75660, 2.21404, 0.67422)  0.032
C (1.96246, 4.24371, 2.09549)  -0.011
C (2.62732, 2.67598, -3.40768)  -0.536
C (6.38355, -3.75472, 1.22768)  -0.061
C (0.39476, 0.41658, 0.96987)  -0.239
C (-2.88211, 0.68992, 3.60998)  -0.025
C (1.37761, 4.95301, -0.64993)  -0.074
C (2.10877, 1.40201, -2.77028)  0.015
C (-1.66801, -3.79575, 0.44612)  -0.482
C (-0.01025, -1.63017, -2.90146)  -0.492
C (-3.91098, -1.14930, 2.36989)  -0.475
C (-5.01295, -2.17834, 2.35348)  0.041
C (-2.23742, 3.55095, 1.10026)  -0.039
C (2.31796, -2.46149, -2.69322)  -0.036
C (3.10958, -2.38754, 2.61730)  -0.002
C (-4.24701, 2.30672, 0.55965)  -0.498
C (-3.73998, -5.05964, 0.05607)  -0.041
C (4.05493, -3.32889, 1.90744)  -0.565
C (2.33500, 4.41014, -5.13624)  -0.052
H (0.68440, -2.76498, -4.59477)  0.084
H (2.29089, -3.50233, -3.01313)  0.098
H (1.14127, 5.71605, 0.09125)  0.077
H (2.15145, 4.32087, -6.20869)  0.088
H (-2.12866, 0.60852, 2.82394)  0.076
H (1.68769, 5.22603, -4.81466)  0.085
H (2.92759, 0.71911, -2.54799)  0.088
H (-4.39689, -0.60906, 4.27075)  0.153
H (-3.95811, -4.39919, -0.77676)  0.085
H (-1.77102, 3.30417, 0.14731)  0.083
H (2.17840, -2.36365, 2.05167)  0.037
H (7.01488, -3.08690, 0.62890)  0.085
H (-2.00992, -5.74029, 0.96504)  0.156
H (-0.02256, -4.82395, 1.37385)  0.099
H (3.39253, 4.61973, -5.01263)  0.093
H (-5.68475, -2.06495, 1.50594)  0.097
H (0.25949, 1.07336, 1.83984)  0.065
H (2.70909, -1.89064, -3.53416)  0.096
H (0.74576, -0.54862, 1.36963)  0.053
H (3.22725, 4.03273, -1.04337)  0.101
H (-1.97375, 4.58111, 1.33131)  0.099
H (-6.14955, 3.03976, 0.07291)  0.104
H (7.06948, -4.16773, 1.96596)  0.089
H (1.97116, 5.33773, 2.19120)  0.089
H (-5.55136, -2.18982, 3.29738)  0.092
H (0.18856, -1.07302, -4.95036)  0.101
H (3.46793, -1.35645, 2.60941)  0.082
H (-3.43147, 1.62718, 3.50163)  0.088
H (2.33631, 3.91445, 3.05993)  0.085
H (0.50377, 4.28468, -0.65941)  0.063
H (5.65200, -2.13377, 2.34598)  0.138
H (-4.52303, -5.00141, 0.81503)  0.083
H (2.85785, -2.75774, 3.60916)  0.091
H (1.22316, 0.80286, 0.36275)  0.064
H (1.35185, 0.90396, -3.38114)  0.058
H (-6.11404, 2.32033, 1.69447)  0.094
H (1.69991, 1.66939, -1.79444)  0.072
H (-1.71554, 2.93876, 1.83848)  0.078
H (0.93802, 3.90732, 1.93469)  0.057
H (3.03986, -2.37730, -1.88482)  0.098
H (1.53064, 5.36392, -1.64283)  0.083
H (-4.55613, -3.16433, 2.23367)  0.077
H (-3.82260, -6.08796, -0.30680)  0.102
H (1.33835, 2.56441, -4.96192)  0.127
H (-4.22191, 4.13254, 1.47094)  0.161
H (-6.11315, 1.31054, 0.18865)  0.084
H (-2.31790, 0.70494, 4.54057)  0.102
H (1.04075, -1.71817, -1.20747)  0.141
H (-0.97593, -2.40347, -4.68806)  0.098
H (-0.24839, -3.18695, 1.90803)  0.102
H (6.02618, -4.48097, 0.50791)  0.084
H (0.43254, -3.44605, 0.31634)  0.080


Entry from OMol25: a cluster of 2 separate species, C22H28N3O2 in total at a distorted geometry (ωB97M-V with the def2-TZVPD basis set).

## Properties
- E_HOMO: -0.3905 Eh
- E_tot: -31826.3069 eV
- ΔE to the lowest compared entry with this formula, charge and spin: 40.7 kcal/mol
- Charge: +1

Last column: Löwdin charge in e.
Cartesian coordinates (Å):
O (1.42163, 4.05016, 1.69786)  0.098
O (0.31400, 3.55183, 3.61670)  -0.004
N (-5.00814, -1.44373, -1.42130)  -0.245
N (2.55415, -2.87651, -1.35038)  -0.053
N (0.56445, 1.38191, 0.83827)  0.015
C (2.88217, -0.62722, -1.19662)  -0.116
C (-2.75123, -1.79961, -0.55107)  0.015
C (1.00326, 4.65800, 4.30769)  -0.191
C (1.31260, -2.31285, -1.26029)  0.075
C (1.01947, 4.34603, 5.78657)  -0.074
C (0.61341, 3.38881, 2.31452)  -0.467
C (-5.42033, -2.63076, -2.14792)  -0.067
C (-0.96583, -0.23554, -1.13759)  -0.215
C (-1.43300, -1.38868, -0.44628)  -0.041
C (0.44323, 0.08761, -1.15040)  0.027
C (5.03291, 0.41714, -1.28959)  -0.052
C (-6.07894, -0.78878, -0.69742)  -0.068
C (3.63124, 0.53961, -1.22114)  -0.005
C (5.67480, -0.83004, -1.36671)  -0.050
C (1.44282, -0.89133, -1.17556)  -0.119
C (-0.20999, 2.27157, 1.64129)  -0.142
C (2.81536, -4.30136, -1.48138)  0.015
C (4.91699, -2.01265, -1.37871)  0.010
C (-1.91031, 0.54075, -1.86430)  -0.004
C (3.53729, -1.87377, -1.30730)  -0.154
C (-3.23623, 0.16625, -1.93271)  0.017
C (-3.67985, -1.03402, -1.30559)  -0.225
H (2.01984, 4.76180, 3.91381)  0.121
H (3.89846, -4.44514, -1.49930)  0.085
H (0.02130, 4.14089, 6.18482)  0.082
H (-6.55801, -1.48892, 0.00939)  0.089
H (-5.82923, -3.39461, -1.46571)  0.085
H (2.39525, -4.69790, -2.41713)  0.111
H (0.45339, 5.59203, 4.12281)  0.131
H (-0.71087, 1.67362, 2.42185)  0.134
H (-1.53653, 1.41715, -2.40566)  0.128
H (-4.57220, -3.04962, -2.70560)  0.093
H (2.38815, -4.86542, -0.63852)  0.110
H (-6.23161, -2.37487, -2.85139)  0.091
H (0.75204, 1.10248, -1.36660)  0.124
H (5.63388, 1.32475, -1.26922)  0.113
H (0.42988, 0.36746, 1.01649)  0.104
H (-3.94404, 0.75707, -2.52286)  0.130
H (-5.69153, 0.07118, -0.13625)  0.094
H (-3.09356, -2.71641, -0.04921)  0.131
H (0.41101, -2.91491, -1.33396)  0.143
H (3.11509, 1.50294, -1.19501)  0.116
H (5.37065, -2.99661, -1.45125)  0.109
H (-0.92131, 2.83766, 1.01416)  0.131
H (-6.86834, -0.45260, -1.38807)  0.087
H (1.41997, 5.19322, 6.34774)  0.083
H (1.67834, 3.50001, 5.99890)  0.080
H (1.45649, 1.67932, 0.43282)  0.090
H (6.75969, -0.87966, -1.42397)  0.114
H (-0.73213, -1.99769, 0.13630)  0.111


- What is the charge in the third record?
  +2


- Among the records above, which one has the highest E_tot?
  C22H28N3O2


- Which value of E_tot does entry 4 give?
  -31826.3069 eV